C20H43BN3O2RhSi2 as an isolated structure. Source: the Open Molecules 2025 dataset; level of theory: the ωB97M-V functional and the def2-TZVPD basis.

The geometry in XYZ format:
```
72
Properties=species:S:1:pos:R:3:forces:R:3
Rh 0.32498 -0.04615 -0.44375 0.4 -1.1 0.2
Si -0.00780 2.58066 -0.55628 -0.1 0.4 -0.4
Si -1.09292 1.26823 -3.50422 0.1 0.0 0.2
O -0.90468 -0.67318 2.37258 0.0 0.0 0.1
O 1.38675 -0.52212 2.39914 -0.2 0.0 0.1
N -0.61264 -2.20923 -1.15072 -0.1 0.1 -0.1
N 2.14580 0.14725 -1.73837 0.0 0.4 0.1
N -2.05271 -5.09083 0.87155 0.0 0.0 0.0
C 1.63230 1.16798 -2.46677 -0.3 0.0 0.1
C -1.39362 -1.45650 4.61863 -0.1 0.0 0.0
C -1.68471 -4.32156 -0.38206 0.0 -0.1 0.1
C 3.43899 -0.16084 -1.85574 -0.1 -0.1 0.0
C 4.27864 0.51658 -2.72062 0.0 0.0 0.0
C -1.10360 2.70949 -4.66519 0.0 0.1 -0.2
C 1.54045 2.57486 0.48305 0.1 0.0 0.1
C -1.60610 2.41152 0.37603 -0.2 0.0 0.1
C 0.98977 -0.93754 3.75588 0.0 0.1 -0.1
C -0.96215 -3.03501 0.00023 0.0 0.1 0.0
C -2.75547 1.03078 -2.69348 -0.1 0.0 0.1
C -0.74844 0.91038 4.16700 0.0 0.1 0.0
C 2.41317 1.87415 -3.37250 0.0 0.0 -0.1
C 3.75454 1.54415 -3.49151 0.0 0.0 0.0
C 1.85875 -0.20794 4.75575 0.0 0.0 0.1
C 0.21068 1.44614 -2.14519 0.2 0.1 -0.1
C -0.59190 -0.28218 -4.41233 0.1 -0.2 -0.1
C 1.22812 -2.43568 3.82779 0.0 -0.1 0.0
C -0.05762 4.22602 -1.44259 0.0 0.2 0.0
C -0.51658 -0.54303 3.79381 0.0 -0.1 -0.1
B 0.24484 -0.46370 1.65974 0.1 0.1 0.1
H -0.11560 1.57819 3.57896 0.0 0.0 0.0
H -3.43510 0.50291 -3.36653 0.0 0.0 0.0
H -0.11859 2.88296 -5.10353 0.0 0.0 0.0
H -2.42936 -1.12137 4.56420 0.0 0.0 0.0
H 4.38916 2.08906 -4.17842 0.0 0.0 0.0
H -0.93016 4.32149 -2.08766 0.0 0.0 0.0
H -3.22800 1.98341 -2.44406 0.0 0.0 0.0
H 3.79976 -0.97539 -1.24096 0.0 0.0 0.0
H -1.58162 -2.43664 0.67390 0.0 0.0 0.0
H -1.34270 -2.48945 4.27562 0.0 0.0 0.0
H -1.07003 -4.98655 -0.98572 0.0 0.0 0.0
H 1.85366 1.63293 0.94142 0.0 0.0 0.0
H 0.38325 -0.16365 -4.89103 0.0 0.0 0.0
H -0.52205 -1.14418 -3.74104 0.0 0.0 -0.1
H -2.57151 -5.94376 0.65023 0.0 0.0 0.0
H 1.38168 3.28850 1.29816 0.0 0.0 0.0
H 2.36881 2.93862 -0.13138 0.0 0.0 0.1
H 0.59035 -2.97025 3.11654 0.0 0.0 0.0
H 1.97831 2.67902 -3.94957 0.0 0.0 0.0
H -0.54283 1.08479 5.22302 0.0 0.0 0.0
H -0.11702 5.00236 -0.67208 0.0 0.0 -0.1
H 0.84234 4.40105 -2.03441 0.0 0.0 0.0
H 1.02872 -2.82571 4.82627 0.0 0.0 0.0
H -1.22272 -5.36715 1.40081 0.0 0.0 0.0
H -2.61827 -4.12805 -0.90748 0.0 0.0 0.0
H -1.59198 3.14823 1.18609 0.0 0.0 0.0
H -1.08987 -1.43010 5.66669 0.0 0.0 0.0
H 2.26943 -2.63994 3.58126 0.0 0.0 0.0
H -1.79059 1.16485 3.97400 0.0 0.0 0.0
H -1.79318 1.43581 0.82854 0.0 0.0 0.0
H -2.67474 0.45881 -1.76391 0.0 0.0 0.0
H 1.52149 -0.41143 5.77423 0.0 0.0 0.0
H -1.31789 -0.52309 -5.19248 0.0 0.0 0.0
H -1.42586 -1.96121 -1.70601 0.0 0.0 0.0
H -1.43231 3.63133 -4.18580 0.0 0.0 0.0
H 2.88964 -0.55006 4.66958 0.0 0.0 0.0
H -0.04390 -3.26569 0.54672 0.0 0.0 0.0
H -2.44099 2.65942 -0.28222 0.0 0.0 0.1
H -2.63812 -4.52955 1.49508 0.0 0.0 0.0
H -1.79360 2.49710 -5.48634 0.0 0.0 0.0
H 0.06387 -2.64788 -1.76631 0.0 -0.1 0.0
H 5.32108 0.24024 -2.78784 0.0 0.0 0.0
H 1.84020 0.86733 4.59365 0.0 0.0 0.0
```
Positions in Å, forces in eV/Å.

Summary:
Multiplicity ... 5
Molecular weight ... 527.473 g/mol
Kohn-Sham gap (spin up / spin down) ... 6.992 / 7.309 eV
E_LUMO (spin up / spin down) ... -5.82 / -7.03 eV
ΔE to the lowest compared entry with this formula, charge and spin ... 33.6 kJ/mol
Energy ... -1816.52598 a.u.
Net charge ... +2

=====

C20H43BNO4SbV as an isolated structure. Source: the Open Molecules 2025 dataset; level of theory: the ωB97M-V functional and the def2-TZVPD basis.

The geometry in XYZ format:
```
71
Properties=species:S:1:pos:R:3:forces:R:3
Sb 1.06322 1.20346 -0.28013 0.0 0.1 -0.1
V 1.27308 -1.39831 0.44790 -0.1 -0.4 0.3
O -1.58312 -2.64394 -0.52681 0.0 0.0 0.0
O -1.75099 -1.51694 1.44840 0.0 -0.1 -0.1
O 2.57703 -1.44266 2.01631 -0.1 -0.1 -0.2
O 1.35968 -3.28915 1.57354 0.1 0.2 0.0
N 2.65233 -2.68717 -0.75203 0.0 0.0 -0.1
C -2.42947 -4.47337 0.74482 0.0 0.0 0.0
C 0.13064 1.41125 2.52652 0.0 0.0 0.0
C -3.86326 -3.31231 -0.93888 0.0 0.0 0.0
C 3.91867 1.45978 -1.24657 0.0 0.0 0.0
C 3.53926 2.06635 1.12835 0.0 0.0 0.0
C -0.12452 2.22705 1.25498 0.1 0.0 0.0
C -1.27471 0.87041 -2.21889 0.0 0.0 0.0
C -3.07416 -2.02788 1.16586 0.1 0.0 0.0
C -3.68916 -2.52743 2.45995 0.0 0.0 0.0
C 0.13356 1.46897 -2.25209 0.0 0.0 0.1
C 0.25411 3.68611 1.47180 0.0 0.0 0.0
C 0.96457 0.62026 -3.21770 0.0 0.0 0.0
C -2.78480 -3.13203 0.11117 0.0 0.0 0.0
C -3.89767 -0.87309 0.60873 0.0 0.0 0.0
C -1.60551 2.13606 0.90371 0.0 0.0 0.0
C 0.08126 2.91567 -2.72628 0.0 0.0 0.0
C 3.44126 -3.06991 0.45262 0.1 0.0 0.0
C 3.01717 3.71039 -0.69064 0.0 0.0 0.0
C 3.00654 2.23744 -0.29772 0.0 0.0 0.0
C 2.45242 -2.64067 1.51573 -0.3 0.2 0.1
B -0.89785 -1.84668 0.39122 0.1 0.1 0.1
H 2.96093 2.63763 1.85638 0.0 0.0 0.0
H -1.86452 2.78548 0.06565 0.0 0.0 0.0
H 3.88672 0.38362 -1.05341 0.0 0.0 0.0
H -3.03739 -3.24375 2.95517 0.0 0.0 0.0
H -0.40777 4.10918 2.23650 0.0 0.0 0.0
H 2.43391 4.32760 -0.01088 0.0 0.0 0.0
H 2.64469 3.87438 -1.70149 0.0 0.0 0.0
H -2.06222 -5.13862 -0.03738 0.0 0.0 0.0
H -3.84312 -1.68450 3.13484 0.0 0.0 0.0
H 4.57206 2.43118 1.17364 0.0 0.0 0.0
H 1.27655 3.80052 1.83072 0.0 0.0 0.0
H -4.02733 -2.39877 -1.50743 0.0 0.0 0.0
H 2.03631 -3.45004 -1.01903 0.0 0.0 0.0
H -4.65729 -2.99779 2.27182 0.0 0.0 0.0
H 4.34276 -2.46474 0.50060 0.0 0.0 0.0
H 4.05053 4.07706 -0.66054 0.0 0.0 0.0
H -1.97817 1.48924 -1.66682 0.0 0.0 0.0
H 1.18793 1.36514 2.79464 0.0 0.0 0.0
H -0.24231 0.38872 2.42371 0.0 0.0 0.0
H -4.80502 -3.61185 -0.47271 0.0 0.0 0.0
H -3.29675 -4.93713 1.21763 0.0 0.0 0.0
H -3.46403 -0.49176 -0.31749 0.0 0.0 0.0
H 0.52241 0.67848 -4.21880 0.0 0.0 0.0
H -0.43317 3.56361 -2.01300 0.0 0.0 0.0
H 0.96311 -0.43196 -2.92052 0.0 0.0 0.0
H 1.07764 3.32228 -2.90177 0.0 0.0 0.0
H -4.92774 -1.17745 0.41523 0.0 0.0 0.0
H -0.46486 2.96777 -3.67560 0.0 0.0 0.0
H 3.22829 -2.45020 -1.54879 0.0 0.0 0.0
H 4.95377 1.79044 -1.10270 0.0 0.0 0.0
H -1.28098 -0.13417 -1.78775 0.0 0.0 0.0
H 3.66552 1.63253 -2.29336 0.0 0.0 0.0
H -3.56288 -4.09688 -1.63433 0.0 0.0 0.0
H -1.63575 -4.35305 1.48335 0.0 0.0 0.0
H 0.13462 4.28311 0.56527 0.0 0.0 0.0
H -2.18947 2.46884 1.77019 0.0 0.0 0.0
H 3.68692 -4.13037 0.49138 0.0 0.0 -0.1
H -0.40775 1.87361 3.36204 0.0 0.0 0.0
H -3.91164 -0.06423 1.34041 0.0 0.0 0.0
H 1.99877 0.95451 -3.29426 0.0 0.0 0.0
H -1.64329 0.78843 -3.24816 0.0 0.0 0.0
H 3.53674 1.01973 1.44473 0.0 0.0 0.0
H -1.90631 1.11253 0.67847 0.0 0.0 0.0
```
Positions in Å, forces in eV/Å.

Summary:
Multiplicity ... 2
Molecular weight ... 545.083 g/mol
Kohn-Sham gap (spin up / spin down) ... 7.514 / 6.760 eV
E_LUMO (spin up / spin down) ... 0.24 / 0.23 eV
ΔE to the lowest compared entry with this formula, charge and spin ... 0.0 kJ/mol
Energy ... -2352.69619 a.u.
Net charge ... 0

=====

A 5-piece molecular cluster, C20H43BO5P overall. Source: the Open Molecules 2025 dataset; level of theory: the ωB97M-V functional and the def2-TZVPD basis.

The geometry in XYZ format:
```
70
Properties=species:S:1:pos:R:3:forces:R:3
P 3.10826 0.25923 5.11222 0.4 0.6 -1.1
O -0.47141 0.24279 0.47089 -0.1 0.1 -0.2
O -3.82256 -0.07613 -3.09735 0.0 0.0 -0.1
O 5.43553 4.68390 6.24676 0.0 0.1 0.1
O 2.72994 1.36964 6.35154 -0.1 -0.5 0.5
O -2.60166 -2.84595 -8.03359 0.0 -0.1 0.0
C 1.61649 -1.01576 2.92037 -0.6 -0.3 -1.7
C 3.70968 5.43564 7.67955 0.0 -0.1 0.1
C 2.63730 -3.28191 2.74176 -0.7 0.3 0.1
C -3.15515 -1.16000 -3.75015 0.1 0.1 0.0
C -4.82981 0.45647 -3.95706 -0.1 -0.1 0.1
C 1.54290 -2.49298 2.99704 0.9 -0.2 -0.2
C 5.05276 5.89565 8.24034 0.0 0.1 0.0
C -2.87294 -3.08351 -9.41614 -0.1 0.0 0.0
C 3.88777 -1.22707 5.90877 -0.5 0.4 0.5
C -2.31913 -5.16112 -8.43477 -0.1 0.0 0.0
C -1.73138 1.66141 -0.93784 0.1 -0.1 -0.1
C -0.37362 1.45282 -0.27628 0.0 0.1 0.2
C 4.07280 5.11513 6.23643 0.0 0.1 -0.1
C -2.08823 -4.03913 -7.43217 0.1 0.1 0.0
C -2.22047 -4.41507 -9.76202 0.1 0.0 0.0
C 6.02152 4.96991 7.51488 -0.1 -0.2 0.0
C -4.58339 -0.14484 -5.33522 0.1 0.1 0.0
C -2.66989 1.01560 0.07330 -0.1 0.1 0.1
C -3.98677 -1.50220 -4.97809 -0.1 -0.1 0.0
C -1.83544 -0.16344 0.55478 0.0 -0.1 0.0
B 1.38083 -0.29012 4.40008 -0.5 -0.1 0.1
H 7.00554 5.41756 7.36430 0.0 0.0 -0.1
H 0.44160 1.36540 -0.99667 0.0 0.0 0.0
H 5.24064 6.93457 7.95676 0.0 0.0 0.0
H -2.59435 -4.20951 -6.48124 0.0 0.1 0.0
H -3.84905 0.45157 -5.88124 0.0 0.0 0.0
H 0.57782 -2.94553 3.22475 0.2 0.1 1.5
H -1.94993 2.71113 -1.13580 0.0 0.0 0.0
H 2.58837 -0.73800 2.49852 0.1 0.0 0.1
H -2.48362 -2.25331 -10.00639 0.0 0.0 0.1
H 3.01984 -4.01518 3.44379 -0.7 -1.1 -0.7
H 3.44474 4.33330 5.80973 0.1 0.0 -0.1
H -2.85875 1.70466 0.90054 0.0 0.0 0.0
H -2.71125 -4.92322 -10.59084 0.0 0.0 0.0
H -3.62831 0.71389 -0.34741 0.0 0.0 -0.1
H 3.28951 2.13124 6.20513 0.2 0.0 0.0
H 0.87066 -0.64374 2.20548 -0.1 0.2 0.3
H -1.17206 -4.26316 -10.02794 0.0 0.0 0.0
H -3.32289 -5.57455 -8.31313 0.0 0.0 0.0
H -4.76895 1.54578 -3.95093 0.0 0.0 0.1
H 3.38055 4.52994 8.19304 0.0 0.0 0.0
H 6.14863 4.02660 8.05734 0.0 0.0 0.1
H -1.97627 -1.03792 -0.09261 -0.1 0.0 0.0
H -2.05972 -0.45320 1.58208 0.1 0.0 0.0
H 5.12714 5.82033 9.32471 0.0 0.0 0.0
H 4.50482 -1.70549 5.15045 0.0 -0.1 -0.1
H -3.05914 -1.99419 -3.05450 0.0 0.0 0.1
H -0.13715 2.26804 0.41662 0.0 0.0 0.0
H 0.72803 0.72483 4.21053 0.2 0.2 0.0
H -1.77894 1.11852 -1.88409 0.0 0.0 0.0
H -5.48830 -0.20533 -5.93857 0.0 0.0 0.0
H -4.78408 -2.20049 -4.70980 0.0 0.0 0.0
H 4.53448 -0.88659 6.71960 0.1 -0.1 0.0
H 3.15025 -1.93599 6.29057 0.0 -0.1 0.1
H -1.60229 -5.97393 -8.33109 0.0 0.0 0.0
H 4.00083 6.00411 5.59947 -0.1 0.0 0.0
H 2.91842 6.17944 7.76184 0.0 0.0 0.0
H -2.15023 -0.82649 -4.03110 0.0 -0.1 0.0
H -3.40003 -1.94602 -5.78026 0.0 0.1 0.0
H 0.73601 -0.97215 5.18745 0.1 -0.2 0.0
H -3.95922 -3.12718 -9.55272 0.0 0.0 -0.1
H -1.02102 -3.89460 -7.23539 0.0 -0.1 0.0
H 3.15144 -3.10145 1.80227 1.2 0.8 0.7
H -5.81007 0.16155 -3.56501 0.0 0.0 -0.1
```
Positions in Å, forces in eV/Å.

Summary:
Multiplicity ... 1
Molecular weight ... 405.345 g/mol
Kohn-Sham gap ... 4.859 eV
E_LUMO ... 1.95 eV
Energy ... -1530.13232 a.u.
Net charge ... -1

=====

C20H43GaO2P3 as an isolated structure. Source: the Open Molecules 2025 dataset; level of theory: the ωB97M-V functional and the def2-TZVPD basis.

The geometry in XYZ format:
```
69
Properties=species:S:1:pos:R:3:forces:R:3
Ga 0.25810 0.59871 -1.02384 0.2 -0.7 0.7
P 1.56797 -0.15168 1.41028 1.5 0.0 0.4
P -2.17690 0.55791 -1.27071 -0.5 0.2 -0.8
P -1.17446 1.23693 2.05278 -1.3 0.8 2.0
O 0.77612 -0.59430 -2.72811 2.7 2.2 0.3
O -1.82994 -1.96062 1.93891 -0.7 -0.4 0.7
C 4.26618 -0.43533 -2.51085 -0.5 -1.3 -0.3
C -2.29962 -2.83426 2.67943 1.0 -0.5 -0.5
C -2.13853 0.04296 -2.99454 0.2 -0.1 -0.7
C 3.40320 1.86364 -2.75702 1.6 0.3 -0.4
C 1.97010 -0.06679 -3.02570 -3.2 -2.3 0.2
C 1.44543 -1.36981 2.79636 -1.0 -0.4 -0.1
C -3.02642 1.24020 2.12308 -0.3 -0.3 -0.6
C -3.57300 -2.73362 3.45380 0.4 0.5 -0.3
C 2.09311 -0.38764 -5.50855 -0.3 -1.0 -0.3
C 4.40007 0.96127 -2.34436 -0.2 1.5 0.5
C 2.36334 1.28622 2.25104 -0.6 0.5 -0.5
C -0.92039 3.02966 2.44781 0.3 0.0 -0.5
C -3.37795 -0.60173 -0.55925 0.2 -0.5 0.7
C 3.00114 -0.89315 0.57214 0.3 -0.3 -0.8
C -2.85705 2.24493 -1.31894 0.2 0.5 0.1
C -1.55321 -4.14990 2.85077 -0.1 0.0 -0.3
C -0.99530 0.57362 3.78678 0.4 -0.6 0.0
C 2.14217 1.38219 -3.09190 -0.6 0.7 -0.6
C 3.10189 -0.92037 -3.09224 1.2 -0.6 0.4
C 2.34968 0.89917 -5.79538 0.8 1.1 -0.3
H 5.00046 -1.20268 -2.13672 -0.4 1.2 -0.8
H 3.44004 1.12203 2.37303 -0.2 -0.2 -0.1
H 5.29589 1.37871 -1.87538 -0.1 -0.2 -0.4
H 2.32591 -2.03465 2.81363 -0.3 0.4 -0.3
H -1.95976 0.62638 4.32191 0.5 0.1 -0.3
H 3.58688 2.94358 -2.87974 0.1 -0.7 0.3
H -2.81785 -1.41460 -0.05694 -0.4 0.3 -0.1
H 2.69356 -1.82609 0.08643 0.0 0.0 0.1
H 1.37292 -0.86643 3.77200 0.0 -0.1 -0.5
H -0.69741 -0.48123 3.75301 -0.2 0.4 0.1
H -4.02994 -0.11041 0.17802 0.4 -0.2 -0.3
H -2.06014 2.94235 -1.61849 -0.3 -0.1 0.0
H -3.66953 2.30316 -2.05838 0.2 -0.2 0.2
H 3.81566 -1.13001 1.26903 -0.3 0.1 0.0
H -3.37601 0.20444 2.09465 0.1 0.1 0.2
H -4.29687 -3.42829 3.02140 0.0 0.0 0.1
H 0.14976 3.26610 2.45018 -0.2 0.1 0.1
H -1.34458 3.27482 3.43315 0.1 -0.2 -0.3
H 1.46425 1.89384 -3.82706 0.4 -0.1 1.6
H -1.40293 3.64962 1.68039 0.1 -0.1 0.2
H 3.02720 -1.95428 -3.44516 -0.3 0.3 0.7
H -1.85058 -1.01152 -3.06343 0.0 0.1 0.1
H 0.54319 -1.97840 2.62711 0.3 0.0 0.3
H 3.39343 -0.24499 -0.21533 -0.1 0.1 0.3
H 2.20480 2.16684 1.62068 0.2 0.1 0.2
H -0.81918 -4.05953 3.67720 -0.4 0.0 -0.4
H -4.01369 -1.02672 -1.35318 0.4 0.3 0.1
H 1.92625 1.48118 3.23588 0.0 -0.1 -0.3
H -2.25891 -4.96095 3.10289 0.4 0.3 -0.1
H -1.02227 -4.39141 1.91232 -0.2 0.1 0.5
H 1.56597 1.58916 -6.13524 0.1 -0.1 0.7
H 3.37059 1.33014 -5.77009 -0.6 -0.6 -0.7
H -3.24655 2.59273 -0.35538 0.2 -0.2 -0.3
H -3.94822 -1.71806 3.41322 -0.3 0.1 0.1
H -1.41150 0.61962 -3.57607 -0.2 0.0 0.1
H 1.50811 1.76911 -1.54768 -0.8 -0.8 -0.3
H 2.86945 -1.16614 -5.73344 -0.8 0.7 0.8
H -3.12285 0.15012 -3.46526 0.1 0.1 0.2
H -0.24209 1.13871 4.35431 -0.2 -0.1 -0.2
H -3.36447 -3.03182 4.48342 -0.2 0.0 0.0
H -3.38953 1.70936 3.04616 0.3 0.0 -0.2
H -3.47934 1.74930 1.26933 0.1 0.0 0.3
H 1.05418 -0.68130 -5.21817 0.9 -0.1 -1.0
```
Positions in Å, forces in eV/Å.

Summary:
Multiplicity ... 1
Molecular weight ... 478.207 g/mol
Kohn-Sham gap (spin up / spin down) ... 5.201 / 4.185 eV
E_LUMO (spin up / spin down) ... -11.86 / -12.36 eV
ΔE to the lowest compared entry with this formula, charge and spin ... 247.9 kJ/mol
Energy ... -3886.00060 a.u.
Net charge ... +3